DFT (ωB97M-V/def2-TZVPD) results for an isolated molecule of C4HN2P.

Structure (XYZ):
```
8
Properties=species:S:1:pos:R:3:forces:R:3:lowdin_spin:R:1
P 1.111 -0.708 -2.790 1.154 -1.551 -6.073 0.923
N -1.652 -1.508 0.582 -3.394 -2.720 0.866 -0.004
N -0.682 2.200 1.328 0.718 -1.405 -0.347 -0.002
C -0.208 1.261 0.837 0.277 2.651 -1.571 0.022
C -0.843 -0.762 0.400 3.365 1.224 -1.411 0.006
C 0.317 0.080 0.071 1.198 -1.879 2.228 0.113
C 0.808 -0.282 -1.343 -1.874 3.146 8.527 0.891
H 1.147 -0.282 0.914 -1.444 0.533 -2.219 0.051
```
Forces are in eV/Å.

Computed properties:
HOMO-LUMO gap (spin up / spin down), eV: 6.582 / 7.323
Calculated total energy, a.u.: -603.610175
2S+1: 3
Energy above the lowest of the compared OMol25 structures with the same formula, charge and spin, kcal/mol: 38.8
<S²>: 2.008